Record 1
Computed, not measured: a molecular structure, C16H15CuN2O4S3, with ωB97M-V/def2-TZVPD.

Output
* Kohn-Sham gap (alpha / beta): 6.6 / 6.4 eV
* total charge: -1
* relative energy (zero: lowest compared OMol25 entry of this formula, charge and spin): 107.2 kJ/mol
* <S²>: 0.7594
* 2S+1: 2
* total energy: -105149.2608 eV

Element x y z (Å)
Cu 0.62273 -2.33713 0.14180
O 0.98380 4.30419 2.92986
S 2.10704 3.48866 2.53872
O 3.26196 3.52298 3.40052
N 1.64517 1.95399 2.21927
C 1.80154 1.65101 0.94202
S 1.43067 0.18316 0.21959
C 2.35717 2.77223 0.11372
C 2.64889 2.78838 -1.23966
C 3.16894 3.95444 -1.78725
C 3.39428 5.08021 -0.99911
C 3.10400 5.06261 0.35983
C 2.58753 3.89473 0.88314
H 2.47357 1.89972 -1.83164
H 3.40759 3.98922 -2.84337
H 3.80239 5.97610 -1.45106
H 3.27595 5.92773 0.98687
O 1.97167 -3.53387 -0.24846
N -1.13881 -2.03466 -0.83395
C -2.03631 -1.87391 -1.52658
C -3.15072 -1.66406 -2.40730
C -3.75589 -2.74949 -3.03559
C -4.82719 -2.53370 -3.88567
C -5.29075 -1.24396 -4.10844
C -4.68348 -0.16459 -3.48127
C -3.61196 -0.36879 -2.62841
H -3.38281 -3.74866 -2.85709
H -5.30008 -3.37351 -4.37713
H -6.12773 -1.07943 -4.77465
H -5.04417 0.83993 -3.65716
H -3.12779 0.46279 -2.13469
C -0.23077 -3.50058 4.39043
S 0.26079 -3.37807 2.66047
C 1.96673 -2.92577 2.96654
O -0.42510 -2.13944 2.17103
H -0.04750 -2.54363 4.87880
H 0.32822 -4.30178 4.87475
H -1.29534 -3.72631 4.40956
H 2.47114 -3.76021 3.45529
H 1.98691 -2.02204 3.57559
H 2.41773 -2.74850 1.99066

=====

Record 2
Computed, not measured: a molecular structure, C41H34N3O3PdSi, with ωB97M-V/def2-TZVPD.

Output
* Kohn-Sham gap: 7.0 eV
* total charge: +1
* 2S+1: 1
* total energy: -65036.3561 eV

Element x y z (Å)
Pd 1.23632 0.44959 0.67312
C 4.49932 0.78780 -2.56864
O 4.50528 1.83558 -1.55871
C 3.52670 1.53002 -0.72960
N 2.88294 0.42855 -0.87416
C 3.58085 -0.30046 -1.97544
C 2.76028 -0.99552 -3.03208
C 3.38436 -1.22720 -4.26023
C 2.72221 -1.89188 -5.27725
C 1.42136 -2.33322 -5.07527
C 0.80931 -2.12753 -3.85007
C 1.47616 -1.46957 -2.82072
C 3.27724 2.46146 0.38633
C 3.91831 3.66479 0.63511
C 3.53536 4.38170 1.76007
C 2.53082 3.89861 2.59644
C 1.94610 2.69442 2.26565
N 2.33735 2.00868 1.19527
C 0.84296 2.00625 2.94984
N 0.34054 0.94407 2.43590
C -0.73637 0.46259 3.32080
C -0.71251 1.51957 4.45757
O 0.35215 2.45826 4.07779
C -0.56742 -0.95118 3.81652
C 0.44720 -1.79382 3.39002
C 0.52726 -3.08943 3.88538
C -0.40149 -3.54831 4.80571
C -1.42027 -2.70584 5.23359
C -1.50192 -1.41491 4.73869
H 5.52666 0.46746 -2.70898
H 4.10269 1.20934 -3.49031
H 4.19392 -1.05886 -1.47845
H 4.40395 -0.89766 -4.42908
H 3.22033 -2.06309 -6.22254
H 0.88997 -2.84589 -5.86620
H -0.19855 -2.48474 -3.68902
H 0.99706 -1.34659 -1.85628
H 4.68842 4.01862 -0.03505
H 4.01473 5.32437 1.98601
H 2.20581 4.44054 3.47348
H -1.67120 0.52905 2.76403
H -0.44138 1.09834 5.42138
H -1.63180 2.09259 4.53385
H 1.16610 -1.46036 2.65330
H 1.31973 -3.74236 3.54327
H -0.33491 -4.55801 5.18909
H -2.15422 -3.05674 5.94758
H -2.31309 -0.76914 5.06102
O -0.02867 -0.97835 0.16839
Si -1.37894 -0.36259 -0.52360
C -0.93485 1.31755 -1.27696
C -0.85047 2.47350 -0.48553
C -0.30970 3.65390 -0.97419
C 0.16158 3.70950 -2.28218
C 0.05986 2.58846 -3.09558
C -0.49007 1.41188 -2.59763
C -2.74523 -0.15692 0.74300
C -3.46816 1.01934 0.95324
C -4.45728 1.08552 1.92984
C -4.75127 -0.03404 2.69662
C -4.06156 -1.22266 2.48152
C -3.06736 -1.28017 1.51630
C -1.95074 -1.60613 -1.79613
C -2.83069 -1.27242 -2.82993
C -3.28357 -2.23863 -3.71879
C -2.88187 -3.56035 -3.56964
C -2.02694 -3.91367 -2.53415
C -1.55994 -2.94111 -1.65822
H -1.22692 2.45493 0.53348
H -0.27913 4.53827 -0.34710
H 0.57808 4.63032 -2.67121
H 0.40117 2.62856 -4.12259
H -0.55862 0.55060 -3.25202
H -3.25804 1.89994 0.35455
H -5.00587 2.00679 2.08195
H -5.52837 0.01389 3.44910
H -4.29842 -2.10313 3.06626
H -2.52144 -2.20784 1.37130
H -3.16609 -0.24659 -2.94936
H -3.95537 -1.96396 -4.52245
H -3.24038 -4.31515 -4.25808
H -1.71696 -4.94433 -2.41408
H -0.87241 -3.21491 -0.86489

=====

Record 3
Computed, not measured: C10H11NO2S in the gas phase in a non-equilibrium geometry, with ωB97M-V/def2-TZVPD.

Output
* Kohn-Sham gap (alpha / beta): 5.0 / 8.3 eV
* total charge: 0
* relative energy (zero: lowest compared OMol25 entry of this formula, charge and spin): 227.7 kJ/mol
* 2S+1: 1
* total energy: -26965.0228 eV

Element x y z (Å)
C -3.31467 0.44150 1.03195
C -3.01992 -0.92047 0.96692
C -2.48884 1.38949 0.43392
C -1.89583 -1.36813 0.31355
C -1.35219 0.96727 -0.21157
C -1.03826 -0.42019 -0.27644
C -0.27955 1.76082 -0.87677
C 0.16523 -0.59680 -0.94024
C 0.74219 0.70280 -1.36032
C 3.59104 -1.59760 0.22175
N 2.68130 -0.81822 0.98111
O 1.37711 1.17585 1.51245
O 2.06850 0.91955 -0.96692
S 2.51371 0.72976 0.73285
H -4.19278 0.76734 1.56957
H -3.67857 -1.63242 1.44093
H -2.73226 2.43846 0.50646
H -1.65164 -2.41964 0.26484
H -0.66873 2.35888 -1.70298
H 0.19689 2.43332 -0.16318
H 0.67354 -1.53038 -1.09626
H 0.81861 0.71834 -2.46030
H 3.87783 -1.12518 -0.72607
H 4.49298 -1.81752 0.80437
H 3.11431 -2.55684 0.00040

=====

Record 4
Computed, not measured: C23H25NO6 in the gas phase in a non-equilibrium geometry, with ωB97M-V/def2-TZVPD.

Output
* Kohn-Sham gap: 8.2 eV
* total charge: 0
* relative energy (zero: lowest compared OMol25 entry of this formula, charge and spin): 10.2 kJ/mol
* SMILES: CC[C@H](NC(=O)CCc1c(C)c2cc3c4c(oc3cc2oc1=O)CCCC4)C(=O)O
* 2S+1: 1
* total energy: -38034.0854 eV

Element x y z (Å)
C -6.24214 -0.47117 -1.99767
C -5.80002 0.90976 -1.52818
C -5.54657 1.00103 -0.00719
N -4.35528 0.24804 0.37178
C -4.17805 -1.05254 0.60936
O -5.06986 -1.88519 0.75918
C -2.71526 -1.44834 0.71939
C -1.97914 -1.28947 -0.62942
C -0.64484 -0.62417 -0.43927
C 0.55662 -1.25161 -0.35047
C 0.70250 -2.73980 -0.39687
C 1.75669 -0.45615 -0.20208
C 3.03760 -1.01051 -0.15585
C 4.13247 -0.17620 -0.02534
C 5.54985 -0.36958 0.05703
C 6.08898 0.86977 0.17656
O 5.13912 1.85246 0.18329
C 3.95056 1.22837 0.06120
C 2.69964 1.80487 0.01781
C 1.61377 0.94779 -0.11528
O 0.39220 1.53583 -0.14675
C -0.74252 0.82424 -0.29418
O -1.79713 1.43302 -0.28288
C 7.53458 1.18804 0.29441
C 8.33626 -0.04940 -0.12176
C 7.77488 -1.30959 0.53833
C 6.36570 -1.61690 0.02506
C -6.88118 0.73710 0.72516
O -7.63386 1.66427 0.87724
O -7.18085 -0.48085 1.10148
H -5.50914 -1.23182 -1.73887
H -7.19474 -0.74485 -1.55097
H -6.36205 -0.47081 -3.07880
H -6.56885 1.64296 -1.77636
H -4.87832 1.19874 -2.04034
H -5.31105 2.04710 0.21837
H -3.50044 0.78387 0.21909
H -2.25028 -0.80960 1.47288
H -2.66529 -2.47977 1.06766
H -2.56752 -0.64660 -1.28847
H -1.87927 -2.25424 -1.12183
H 1.25462 -3.08129 0.47683
H 1.25707 -3.03488 -1.28675
H -0.25906 -3.23947 -0.40457
H 3.18275 -2.07521 -0.22698
H 2.54640 2.86852 0.08208
H 7.76568 1.45901 1.32949
H 7.78395 2.04781 -0.33060
H 8.28773 -0.16305 -1.20638
H 9.38214 0.08321 0.15701
H 7.73975 -1.16012 1.61921
H 8.43139 -2.15706 0.33652
H 6.41502 -1.99338 -1.00159
H 5.89745 -2.39138 0.63637
H -6.43703 -1.14681 0.93739

=====

Record 5
Computed, not measured: 2 unconnected molecules or ions with the total composition C4H12NO3 in a non-equilibrium geometry, with ωB97M-V/def2-TZVPD.

Output
* Kohn-Sham gap: 11.1 eV
* total charge: +1
* relative energy (zero: lowest compared OMol25 entry of this formula, charge and spin): 17.5 kJ/mol
* 2S+1: 1
* total energy: -11969.4142 eV

Element x y z (Å)
C -1.03284 0.46973 1.66784
C -0.58302 0.26359 0.24324
C 0.92680 0.30143 0.11396
C 1.55058 0.06436 -1.24298
O 0.78580 0.71729 -2.20003
O 2.59844 -0.42759 -1.51619
N -1.30474 1.22524 -0.67997
H -2.11069 0.50543 1.75908
H -0.72081 -0.35544 2.29740
H -0.69257 1.35264 2.19467
H -0.93277 -0.71713 -0.05585
H 1.37218 1.20140 0.51417
H 1.30131 -0.48011 0.75914
H 1.17903 0.65492 -3.07698
H -1.26972 0.88105 -1.63031
H -2.27678 1.40108 -0.39828
H -0.79754 2.10308 -0.67782
H 0.52706 -2.97669 1.41494
H 0.86766 -3.49062 0.01435
O 0.61262 -2.69366 0.49962

=====

Record 6
Computed, not measured: 7 unconnected molecules or ions with the total composition C35H65N8O11P in a non-equilibrium geometry, with ωB97M-V/def2-TZVPD.

Output
* Kohn-Sham gap: 7.4 eV
* total charge: 0
* SMILES: CCOP(=O)(CCc1cc2c(cc1N=C(C)C)C(=O)NC2=O)OCC.CNC(C)=O.CNC(C)=O.CNC(C)=O.CNC(C)=O.CNC(C)=O.CNC(C)=O
* 2S+1: 1
* total energy: -81076.9261 eV

Element x y z (Å)
C -1.19836 3.15797 3.88976
C -2.16903 3.80105 2.74072
O -2.29534 2.78047 1.71706
P -2.75614 3.41648 0.20840
O -2.24056 4.84080 -0.07324
C -1.90983 2.29674 -1.09590
C -0.39974 2.74308 -1.39473
C 0.71040 1.68800 -0.96006
C 1.15972 1.44396 0.52058
C 2.28285 0.42208 0.77414
C 3.07642 -0.42228 -0.26548
C 2.59654 -0.18986 -1.71483
C 1.45306 0.84049 -2.07025
N 1.10665 0.97769 -3.51815
C 0.25211 -0.04999 -3.71624
C 0.70742 -1.55021 -4.03129
C -1.34354 0.18938 -3.59563
C 4.21402 -1.35036 0.35159
O 4.99284 -2.17118 -0.17855
N 4.15768 -0.94240 1.78076
C 3.00532 -0.06304 2.10499
O 2.69111 0.22197 3.28621
O -4.43287 3.43735 -0.07125
C -5.06964 2.16872 0.26550
C -5.13059 1.14784 -1.00330
H -0.94325 2.07179 3.58308
H -1.66313 3.19650 4.92955
H -0.18720 3.71628 3.84485
H -3.15531 4.03576 3.28536
H -1.65211 4.75807 2.40550
H -2.57206 2.31521 -2.02483
H -1.91880 1.23422 -0.64789
H -0.10107 3.75345 -0.95742
H -0.30376 2.85469 -2.54218
H 0.68889 2.01014 1.39479
H 3.08832 -0.73739 -2.58525
H 0.12362 -2.03217 -4.89749
H 1.83888 -1.53137 -4.22366
H 0.57767 -2.15792 -3.05836
H -1.89560 -0.54151 -4.27526
H -1.63459 1.26425 -3.83315
H -1.63220 -0.04986 -2.50288
H 5.06928 -0.55683 2.12117
H -6.17643 2.41811 0.49270
H -4.66060 1.67828 1.21873
H -4.41933 0.27819 -0.75608
H -4.82342 1.64867 -1.98762
H -6.19718 0.73499 -1.15694
C 8.99289 1.67496 4.52641
N 7.89086 1.15061 3.74764
C 7.81878 -0.03777 3.09068
C 9.01561 -0.94690 3.16011
O 6.80530 -0.33723 2.47045
H 8.63991 1.85526 5.54400
H 9.30716 2.62227 4.08334
H 9.83978 0.99270 4.55503
H 7.05458 1.71181 3.66033
H 8.81631 -1.85543 2.59205
H 9.88746 -0.45165 2.72725
H 9.21564 -1.22367 4.19739
C 1.93000 -7.04131 -2.62002
N 2.04681 -5.77850 -3.31827
C 2.43383 -4.57313 -2.81547
C 2.79218 -4.50970 -1.35481
O 2.48121 -3.58976 -3.54416
H 2.59056 -7.76434 -3.10347
H 0.89751 -7.38730 -2.70464
H 2.19636 -6.95786 -1.56851
H 1.82091 -5.75148 -4.30293
H 3.08077 -3.49156 -1.09423
H 1.93078 -4.79296 -0.74526
H 3.63511 -5.17210 -1.14678
C 3.35897 -3.00002 4.23577
N 4.23319 -4.14766 4.10160
C 4.79230 -4.89814 5.09015
C 4.48400 -4.51479 6.51371
O 5.51581 -5.84516 4.81019
H 2.41783 -3.22610 3.72883
H 3.83476 -2.14935 3.74617
H 3.15788 -2.75190 5.27605
H 4.47966 -4.45715 3.17154
H 4.99482 -5.19698 7.19319
H 4.83502 -3.49980 6.71270
H 3.40939 -4.58415 6.69597
C 3.78259 4.24341 -7.53479
N 2.36418 4.04480 -7.74279
C 1.43517 3.60935 -6.84424
C 1.90994 3.28570 -5.45272
O 0.26436 3.49368 -7.17969
H 4.01792 5.28991 -7.74187
H 4.32612 3.60841 -8.23807
H 4.08893 3.99999 -6.51962
H 1.98016 4.24390 -8.65600
H 1.06802 2.95263 -4.84800
H 2.64978 2.48310 -5.48721
H 2.33992 4.17601 -4.98751
C -10.38046 1.26612 -1.13163
N -9.09136 1.01858 -1.74176
C -8.79485 0.91455 -3.06855
C -9.92718 1.07186 -4.04869
O -7.64511 0.70122 -3.42765
H -10.31117 2.18153 -0.53981
H -10.61476 0.42913 -0.47013
H -11.17266 1.37404 -1.86953
H -8.28922 0.90366 -1.13837
H -9.54676 0.96571 -5.06438
H -10.68035 0.29933 -3.87811
H -10.37472 2.06309 -3.94809
C -4.93813 -0.39918 5.82131
N -5.12842 0.30047 4.56812
C -5.58365 -0.20049 3.38739
C -5.94391 -1.66153 3.34290
O -5.68818 0.52993 2.40917
H -5.55606 0.08294 6.58191
H -3.88750 -0.31404 6.10686
H -5.20800 -1.45086 5.75227
H -4.90506 1.28547 4.52931
H -6.29023 -1.92090 2.34257
H -5.06748 -2.27056 3.57498
H -6.74699 -1.87102 4.05283

=====

Record 7
Computed, not measured: 2 unconnected molecules or ions with the total composition C4H10FO2PS in a non-equilibrium geometry, with ωB97M-V/def2-TZVPD.

Output
* Kohn-Sham gap (alpha / beta): 6.1 / 6.1 eV
* total charge: 0
* relative energy (zero: lowest compared OMol25 entry of this formula, charge and spin): 294.2 kJ/mol
* 2S+1: 1
* total energy: -31245.4415 eV

Element x y z (Å)
C -1.40642 0.55020 -0.11090
C 1.32298 -0.50359 1.08767
C -0.98413 -0.90613 0.02231
C 0.54731 -1.09582 -0.10164
O 1.82296 1.81885 -2.78924
O 1.05242 -0.71122 -1.27369
F 3.32560 1.75602 -0.83446
P 1.75603 1.99663 -1.21355
S 1.13723 3.74315 -0.62489
H -0.99235 0.97673 -1.02393
H -1.06690 1.14325 0.73394
H -2.49144 0.62247 -0.16839
H 2.37568 -0.77126 1.01964
H 1.25029 0.58443 1.00417
H 0.92122 -0.83971 2.03826
H -1.45333 -1.48327 -0.77749
H -1.31647 -1.31716 0.97805
H 0.72737 -2.19554 -0.04464
H 1.84870 0.88234 -3.02288

=====

Record 8
Computed, not measured: 3 unconnected molecules or ions with the total composition C4H8O2 in a non-equilibrium geometry, with ωB97M-V/def2-TZVPD.

Output
* Kohn-Sham gap (alpha / beta): 5.9 / 5.0 eV
* total charge: 0
* relative energy (zero: lowest compared OMol25 entry of this formula, charge and spin): 702.7 kJ/mol
* 2S+1: 1
* total energy: -8365.9984 eV

Element x y z (Å)
O 1.78076 1.03958 0.33264
C 1.53410 0.12180 -0.51265
C 0.03302 -1.71800 0.34076
C -0.74033 -0.78324 0.92889
C -1.28688 1.65587 -0.49484
O -1.60968 0.85338 -1.37528
H 1.00221 1.79515 0.19881
H 2.19846 -0.74022 -0.65135
H 0.77410 0.35053 -1.24862
H 0.73869 -2.27962 0.95053
H -0.23508 -2.15556 -0.62012
H -1.75387 -0.61000 0.59840
H -0.42410 -0.23291 1.81346
H -2.17619 2.35461 -0.21542